[1]
Formula: C38H34B4N2O35Y
Source: OMol25
Level of theory: ωB97M-V/def2-TZVPD

Computed properties:
LUMO level (Eh): -0.0820
Total charge: -1
HOMO energy (hartree): -0.2708
E_tot (eV): -118371.927

```
114
Properties=species:S:1:pos:R:3:mulliken_charge:R:1
C 19.458 15.628 19.610 -0.33
H 19.308 15.941 21.690 0.33
B 24.279 16.642 17.619 1.15
C 19.135 22.526 15.821 0.44
H 19.630 15.689 17.445 0.46
C 22.710 21.710 5.980 0.65
O 20.522 20.760 5.641 -0.55
O 25.897 20.582 21.697 -0.60
C 25.339 20.870 20.681 0.44
H 20.669 25.149 18.096 0.05
H 20.432 18.013 17.445 0.54
H 13.770 23.000 18.860 0.30
O 25.144 23.924 16.107 -0.60
C 18.809 27.525 16.743 -0.93
C 20.219 18.228 19.571 -0.59
O 24.781 20.702 17.263 -0.25
O 22.375 14.390 19.356 -0.60
C 23.641 21.206 10.272 0.68
H 18.190 25.609 16.991 0.08
C 20.027 26.024 18.060 -0.15
C 19.621 15.188 12.941 0.10
H 19.656 25.824 15.881 0.20
N 24.500 17.812 11.633 0.29
C 23.176 15.825 11.840 -1.17
O 23.533 21.487 19.312 -0.13
H 12.381 25.244 17.968 0.26
O 20.775 27.260 17.985 -0.43
O 19.444 21.835 14.734 -0.57
H 20.471 15.688 12.477 -0.12
H 24.067 16.225 8.642 0.41
O 20.911 21.185 16.451 0.17
O 23.097 22.003 4.899 -0.55
O 12.908 24.472 16.137 -0.47
O 22.343 22.697 9.148 -0.52
H 19.365 25.974 18.930 0.26
H 18.044 27.806 17.487 0.28
B 24.786 21.464 18.558 1.32
H 17.612 13.517 11.019 0.35
C 13.917 23.800 18.126 -0.65
B 22.662 21.552 8.241 1.05
C 25.023 17.540 15.673 0.74
H 25.217 18.255 9.719 0.34
O 21.771 21.168 14.225 -0.45
C 19.712 16.221 18.385 -0.44
O 25.227 18.271 14.711 -0.32
C 21.357 21.073 6.428 0.51
C 21.332 18.914 14.387 0.17
O 20.143 22.628 18.011 -0.57
H 22.758 15.083 12.505 0.71
O 23.417 21.965 7.095 -0.52
H 16.872 16.178 11.511 0.28
H 18.426 14.927 10.421 0.23
C 12.565 24.269 17.519 -0.34
O 21.556 17.732 14.270 -0.44
C 19.509 16.425 20.739 -0.27
C 23.838 21.180 20.600 0.51
H 16.511 14.905 12.685 0.28
H 14.141 23.367 14.891 0.31
O 23.387 20.621 9.161 -0.42
O 24.467 20.751 11.064 -0.57
H 15.651 22.795 16.972 0.29
C 22.974 15.332 18.934 0.56
O 23.986 17.432 16.394 -0.16
C 23.768 16.955 12.355 -0.11
C 22.911 22.538 10.319 0.39
H 18.241 27.921 15.896 0.47
O 19.249 14.074 12.108 -0.49
H 22.993 14.669 10.028 0.45
O 25.682 16.201 17.410 -0.57
C 24.651 17.552 10.319 -0.10
C 25.127 22.953 16.788 0.24
H 18.002 16.188 14.062 0.21
O 24.146 17.333 18.889 -0.33
C 20.113 22.127 16.930 0.48
C 26.148 16.699 16.299 0.17
N 19.885 17.699 20.772 -0.53
C 14.602 23.092 16.964 -0.45
O 25.829 20.993 19.479 -0.60
H 14.539 24.542 18.623 0.30
C 17.314 15.427 12.165 -0.52
O 25.141 21.155 15.104 -0.42
H 23.738 17.037 13.431 0.35
H 19.837 14.751 13.914 0.24
H 18.638 17.099 12.730 0.21
C 24.112 16.443 9.699 -0.92
C 20.059 17.574 18.363 -0.28
O 20.300 19.488 14.883 -0.56
O 22.933 23.276 11.255 -0.56
C 14.216 23.977 15.788 -0.31
O 23.042 21.003 21.455 -0.56
O 27.266 16.650 15.875 -0.63
H 20.505 19.273 19.562 0.68
H 20.660 28.500 16.320 0.27
C 19.163 26.069 16.822 0.00
O 21.423 20.925 7.728 -0.48
C 25.057 21.471 16.285 0.18
H 19.788 29.131 17.773 0.30
O 23.377 19.846 13.402 0.16
O 23.329 15.518 17.676 -0.60
O 18.232 23.290 15.964 -0.56
B 20.564 20.937 15.039 0.72
C 18.119 14.423 11.356 -0.47
C 20.089 28.244 17.216 -0.42
C 22.266 20.024 13.865 0.89
C 18.392 16.087 13.050 -0.29
H 11.778 23.535 17.670 0.28
O 23.069 16.833 20.822 -0.51
H 14.117 22.121 16.803 0.25
H 14.812 24.890 15.773 0.22
C 23.372 15.566 10.502 -0.20
Y 25.592 19.765 12.910 1.85
O 25.091 22.850 18.089 -0.64
H 19.273 14.563 19.632 0.37
C 23.432 16.556 19.732 0.42
```

[2]
Formula: C38H34BMnN9S2
Source: OMol25
Level of theory: ωB97M-V/def2-TZVPD

Computed properties:
LUMO level (alpha / beta) (Eh): -0.2596 / -0.3261
Total charge: +2
Multiplicity: 4
HOMO energy (alpha / beta) (hartree): -0.4974 / -0.4972
E_tot (eV): -107018.934

```
85
Properties=species:S:1:pos:R:3:mulliken_charge:R:1
H 0.462 -0.305 -5.804 0.45
H 4.937 3.470 -4.477 0.48
N 1.012 -0.415 0.944 0.48
C -1.723 -0.570 3.343 0.15
H -2.547 1.649 -2.318 0.39
H 0.694 3.338 -3.608 0.43
Mn -1.035 0.462 0.361 1.20
H 1.469 -6.495 2.900 0.46
C 2.678 -3.253 2.429 0.32
C -0.882 1.524 3.345 0.00
H -5.495 2.517 1.307 0.37
H -0.388 1.948 5.414 0.40
N 2.198 -1.986 2.018 0.24
H 3.555 -0.572 3.050 0.51
H 5.541 -5.202 2.661 0.41
H 2.154 1.280 1.647 0.61
H -4.916 -1.385 -1.352 -0.13
C -0.201 4.812 -0.307 -0.96
C 4.406 2.460 -2.689 -0.71
C 4.472 -4.894 2.696 -0.79
C -1.317 -3.036 -2.320 -1.60
C 1.999 0.211 1.719 -1.00
C 3.999 -7.275 2.694 -0.22
C -2.313 1.144 -4.435 -1.03
C -2.674 -2.823 -2.076 -0.25
C -0.188 0.196 -5.073 -0.88
C 2.169 -5.657 2.784 -0.87
H -3.567 -3.251 -2.527 0.49
C 2.815 3.582 -4.105 -0.77
C -1.489 0.593 -5.402 -0.42
N -1.570 -1.578 -0.565 0.66
S -1.443 -0.294 5.073 -0.13
H 4.829 -2.795 2.539 0.46
H -1.812 0.465 -6.441 0.44
B -4.177 -1.520 -0.405 -0.03
N -3.951 -0.213 0.289 -0.39
H 0.746 -4.053 2.698 0.43
C 4.085 -3.561 2.559 -0.70
S 0.216 5.280 2.469 -0.13
H -2.525 -1.662 1.782 -0.30
H 0.382 -1.911 -1.319 0.69
H -3.286 -2.046 3.332 0.43
H 0.476 -2.422 0.736 1.13
C -5.031 0.422 0.767 -0.16
C -1.899 1.251 -3.100 -0.11
C 3.365 2.118 -1.815 -0.52
C -0.123 1.178 -1.420 -0.08
C -2.329 -1.815 2.836 -0.24
C 4.122 3.182 -3.856 -0.48
H -3.311 1.411 -4.707 0.49
C -0.587 0.883 -2.770 1.42
C 1.796 -4.302 2.639 0.22
C 2.732 -0.744 2.352 -0.78
C -0.481 2.823 2.746 0.05
N 4.383 -8.396 2.604 -0.44
C 1.753 3.111 -3.329 0.28
H 1.214 -0.042 -3.513 0.40
H -2.802 2.802 0.428 0.36
C 1.037 1.924 -1.191 -0.15
H 1.179 2.154 -0.148 0.88
C 0.232 0.352 -3.768 0.20
H -0.935 4.173 -0.878 0.07
N -1.443 0.481 2.571 0.30
H -0.489 5.883 -0.264 0.54
N -2.803 -1.994 -1.000 -0.53
H 5.416 2.179 -2.417 0.45
C 1.146 -1.715 1.174 -1.35
H 0.009 3.991 4.551 0.36
H 2.605 4.283 -4.930 0.40
H -5.890 -0.148 1.032 0.55
H -0.864 -3.848 -2.925 0.45
N -2.972 0.728 0.011 1.10
H -1.659 -2.730 2.955 0.10
C -0.662 -2.148 -1.418 -0.30
C -0.137 4.250 1.062 0.48
C -0.200 3.949 3.489 -0.93
C 3.506 -5.926 2.730 0.78
C -0.761 1.254 4.662 -0.75
N -0.467 3.026 1.354 -0.02
C -4.727 1.774 0.937 -1.34
H -4.635 -2.225 0.403 -0.06
H 0.753 4.841 -0.838 0.24
H 3.560 1.573 -0.899 0.44
C 2.019 2.364 -2.149 -0.46
C -3.416 1.919 0.462 -0.17
```

Molecular weight, record by record: 1210.8; 746.6 g mol⁻¹